{
  "formula": "CH3ClOS2",
  "method": "the ωB97M-V functional and the def2-TZVPD basis",
  "orbital_gap_ev": 8.842,
  "charge": 0,
  "e_above_lowest_ev": 1.200,
  "elements": ["C", "H", "H", "O", "Cl", "S", "H", "S"],
  "xyz": [[0.450, -0.039, 0.075], [-0.330, -0.482, -0.471], [1.505, 0.332, -0.298], [0.133, -2.327, 1.429], [3.582, -0.690, -0.967], [1.216, -1.416, 1.089], [-0.029, 0.731, 0.687], [2.234, -2.204, -0.651]]
}